Below is a structure of composition C34H71BrCaClFN7O11P2S2V, with properties calculated with ωB97M-V with the def2-TZVPD basis set.

Calculated values
* frontier orbital gap: 1.12 eV
* energy: -8783.06057 Ha
* relative energy (zero: lowest compared OMol25 entry of this formula, charge and spin): 0.0 kJ/mol

Positions of all 132 atoms, in Å:
Br1 -1.976711 4.923044 4.412568
V1 4.328174 4.230141 3.372310
Ca1 -3.944464 -6.006557 -0.540571
Cl1 -4.449642 1.135844 -1.894353
S1 13.075511 0.661938 -2.129727
S2 -7.890943 -3.398866 1.882564
P1 -8.530632 1.468932 3.051340
P2 -3.246358 -0.168844 2.040286
F1 -7.975928 4.255243 -1.141090
O1 13.238612 -0.786167 -1.994605
O2 3.356176 5.070676 2.297990
O3 5.360753 3.331133 4.350950
O4 1.178806 2.101652 1.406381
O5 14.343605 1.390201 -2.161097
O6 12.291211 1.144550 -0.981982
O7 4.713909 6.086176 -4.922409
O8 -2.457742 0.417944 0.752931
O9 12.368136 0.921051 -3.396071
O10 -9.205747 0.859512 1.679920
O11 -2.269210 0.247675 3.279745
N1 -5.208018 1.487606 0.862707
N2 6.131930 3.318492 -2.073970
N3 8.035862 2.301259 -2.184867
N4 -9.102187 3.084817 2.997617
N5 1.199447 -7.968445 -0.659833
N6 5.978880 -0.774507 1.085125
N7 -7.853673 -3.803513 -1.540842
C1 5.269387 5.244279 -5.790926
C2 -7.188178 -4.732567 -1.518488
C3 0.738060 4.309491 0.529514
C4 -2.690867 3.665739 0.635837
C5 3.688584 -7.421345 -0.382371
C6 1.491017 2.996440 0.348444
C7 -4.516217 1.230298 2.142748
C8 6.502776 1.533283 2.161733
C9 -7.264970 2.220479 -0.165205
C10 -1.454002 3.285068 -0.197922
C11 -0.465266 4.444916 -0.402449
C12 6.208488 0.231417 1.588357
C13 2.218834 -7.118198 -0.062498
C14 1.303511 -9.384096 -0.347030
C15 7.389134 3.423279 -2.477550
C16 5.123811 4.385560 -2.195768
C17 7.158491 1.444669 -1.564060
C18 9.449724 2.046994 -2.472426
C19 2.202735 1.231754 1.793944
C20 -3.943667 2.581787 2.655725
C21 1.929182 -8.109188 -3.120139
C22 -6.131926 -0.674564 2.975437
C23 -5.737359 0.816032 2.997916
C24 0.899099 -7.711273 -2.055946
C25 -7.415754 -1.866933 1.042837
C26 3.856322 3.901278 -2.853289
C27 -6.803830 1.829740 2.485003
C28 -6.421999 1.883580 1.015691
C29 -6.078582 -1.406460 1.613007
C30 1.344898 -9.666279 1.146286
C31 -6.227475 -5.819244 -1.488877
C32 -8.124220 3.475618 -0.001152
C33 -2.649560 3.104325 2.058815
C34 5.965105 2.084553 -1.494912
H1 -9.992545 3.152289 3.475582
H2 6.036604 5.733759 -6.445126
H3 -2.691700 0.736477 3.989643
H4 0.678302 -6.644367 -2.160048
H5 -3.613610 3.405473 0.113132
H6 2.569894 3.177172 0.306418
H7 3.178240 1.712903 1.685526
H8 -1.780359 2.883711 -1.157309
H9 -2.702591 4.757361 0.710363
H10 -3.798798 2.474927 3.734085
H11 3.901686 -8.490142 -0.337991
H12 9.624759 2.100092 -3.542998
H13 -4.687945 3.371269 2.537062
H14 5.563302 5.168323 -2.814299
H15 -8.196644 -1.118225 1.104828
H16 -5.571212 -0.832932 0.843053
H17 -9.180035 3.237015 0.081933
H18 -5.546237 1.060442 4.045614
H19 7.557651 1.615817 2.417893
H20 -6.593055 2.789543 2.962142
H21 1.990198 -6.086484 -0.340773
H22 -8.840873 -3.816431 1.047150
H23 -2.157298 -0.302585 0.192888
H24 3.318031 3.140754 -2.284531
H25 -9.926940 0.276737 1.931981
H26 3.983207 -7.058087 -1.365308
H27 -1.812351 2.432441 2.206507
H28 -5.738669 -5.967667 -2.463498
H29 2.175778 -9.862918 -0.818774
H30 9.717803 1.059038 -2.116352
H31 -7.150393 -0.747570 3.363154
H32 2.209943 0.297676 1.223357
H33 -8.476481 3.736915 3.454623
H34 -2.379212 4.005243 2.745699
H35 -7.823184 4.086402 0.846195
H36 -7.284948 -2.102928 -0.009606
H37 1.337404 -10.743225 1.315546
H38 -0.039888 -8.230727 -2.279370
H39 5.010861 1.791208 -1.094691
H40 -5.503431 -1.192551 3.697779
H41 1.433677 5.138746 0.419588
H42 -4.730981 1.341176 -0.144156
H43 2.048247 0.985195 2.843286
H44 2.306507 -9.119898 -2.964137
H45 -6.600900 2.381806 -1.014239
H46 0.379076 4.317964 1.561030
H47 2.245419 -9.271553 1.615919
H48 4.082072 3.501152 -3.840777
H49 4.331320 -6.929152 0.348707
H50 2.776655 -7.426350 -3.145623
H51 -0.941461 5.410215 -0.221986
H52 7.464817 0.467460 -1.233810
H53 5.772879 4.347898 -5.354109
H54 1.192079 2.524856 -0.597671
H55 -5.471346 -2.302880 1.748396
H56 4.546405 4.852976 -6.550765
H57 0.477636 -9.234472 1.647896
H58 -0.127882 4.479250 -1.441490
H59 5.925598 1.725397 3.070864
H60 2.090383 -7.153886 1.020951
H61 -7.889724 1.347870 -0.352852
H62 0.421999 -9.871990 -0.772598
H63 7.814929 4.282053 -2.967033
H64 -5.464600 -5.594065 -0.775392
H65 3.201349 4.759225 -2.983409
H66 6.272919 2.316314 1.437088
H67 -6.682822 -6.768084 -1.190205
H68 10.067814 2.779557 -1.961954
H69 4.938329 4.798687 -1.203661
H70 -0.938930 2.490775 0.334068
H71 1.463605 -8.081668 -4.106831

Force components x, y, z for each atom (eV/Å):
Br 0.11 0.20 0.32
V -0.73 0.48 0.54
Ca 5.61 -1.31 1.09
Cl 0.08 -0.16 0.07
S -0.12 0.11 0.06
S 0.03 -0.19 0.44
P 0.06 -0.04 0.35
P -0.13 -0.15 -0.25
F 0.04 0.05 -0.06
O -0.06 -0.02 -0.03
O 0.75 -0.57 0.07
O -0.21 0.17 -0.63
O -0.02 0.24 0.24
O -0.03 0.04 -0.03
O 0.00 -0.02 0.04
O 0.12 -0.05 0.21
O 0.15 0.10 0.22
O 0.00 -0.02 -0.06
O -0.01 0.12 -0.17
O -0.02 -0.15 0.02
N 0.20 0.07 -0.07
N 0.10 0.10 0.06
N 0.02 -0.01 0.03
N -0.06 0.00 0.11
N -0.06 0.01 0.02
N -0.05 -0.07 -0.07
N -0.35 0.01 -0.14
C 0.15 -0.30 -0.20
C 0.31 0.14 -0.08
C -0.17 -0.02 0.02
C 0.26 0.20 0.13
C -0.02 0.06 0.00
C -0.15 -0.14 -0.30
C -0.35 0.07 0.18
C 0.03 0.13 0.22
C 0.12 0.32 0.26
C -0.21 0.31 -0.08
C 0.21 -0.12 -0.03
C 0.05 0.08 -0.14
C 0.10 0.09 0.11
C 0.08 -0.04 0.03
C 0.03 0.03 -0.08
C -0.06 0.20 0.01
C 0.11 -0.06 -0.03
C 0.15 0.00 -0.07
C -0.13 -0.09 0.06
C 0.48 -0.14 0.18
C 0.00 0.04 0.00
C -0.20 0.18 -0.58
C -0.02 0.49 0.87
C -0.16 0.06 -0.15
C 0.17 -0.07 -0.44
C -0.17 -0.12 -0.15
C -0.06 -0.68 -0.30
C 0.25 -0.27 -0.15
C -0.06 -0.22 0.22
C -0.03 -0.04 -0.01
C -0.79 -0.42 -0.52
C -0.05 -0.03 -0.19
C -0.15 0.35 -0.17
C -0.23 0.08 0.03
H -0.08 0.09 -0.01
H -0.07 0.05 0.04
H 0.08 0.26 0.17
H 0.04 0.02 0.03
H -0.03 -0.20 0.02
H 0.08 0.00 0.18
H 0.25 0.03 0.01
H -0.06 -0.05 0.01
H -0.23 0.04 -0.04
H 0.02 0.08 0.07
H -0.01 -0.01 0.02
H 0.01 -0.04 -0.02
H -0.16 -0.09 -0.03
H -0.04 0.02 -0.05
H 0.00 0.07 0.18
H -0.03 0.09 -0.03
H -0.05 0.00 0.17
H 0.07 -0.02 0.04
H 0.02 -0.08 0.00
H 0.07 0.13 -0.19
H 0.00 -0.01 -0.07
H -0.18 0.08 -0.15
H 0.03 0.08 -0.29
H 0.10 0.04 0.13
H -0.10 -0.16 -0.07
H -0.02 -0.06 -0.03
H 0.07 -0.15 0.04
H -0.09 0.11 -0.01
H -0.01 0.01 0.00
H -0.01 -0.01 0.03
H 0.00 -0.06 0.15
H 0.05 0.00 -0.14
H 0.05 0.12 -0.08
H -0.05 -0.50 -0.27
H 0.00 0.04 0.08
H 0.01 0.03 -0.03
H -0.01 -0.01 0.01
H 0.02 -0.06 0.02
H 0.05 -0.15 0.03
H 0.07 -0.02 -0.01
H -0.02 0.09 0.05
H -0.36 0.24 -0.09
H 0.01 -0.05 0.05
H 0.00 -0.01 0.01
H -0.01 -0.19 -0.11
H 0.14 0.14 0.08
H 0.01 0.00 0.00
H -0.06 0.03 -0.04
H 0.00 0.01 0.00
H 0.03 -0.03 0.04
H -0.10 0.01 -0.01
H -0.08 -0.01 0.04
H -0.04 0.10 0.05
H 0.12 -0.01 -0.11
H 0.14 0.02 -0.09
H 0.01 0.09 0.05
H 0.01 0.04 0.01
H 0.08 -0.07 -0.03
H 0.09 -0.08 -0.05
H -0.02 -0.05 0.00
H -0.02 -0.04 -0.14
H 0.00 0.00 -0.04
H -0.01 0.02 -0.02
H -4.68 1.47 -0.46
H -0.03 0.00 -0.06
H -0.02 -0.04 -0.04
H -0.01 0.03 0.03
H 0.03 -0.03 0.04
H 0.02 -0.09 0.05
H 0.02 -0.25 -0.18
H -0.01 0.00 0.00